The following is a quantum chemistry calculation of C16H16N4O2S in the gas phase, from the Open Molecules 2025 dataset.

SMILES   CN1C(=O)CSc2ccc(NC(=O)NCc3cccnc3)cc21
LUMO energy   0.449 eV
HOMO level   -8.256 eV
Frontier orbital gap   8.70 eV
ΔE to the lowest compared entry with this formula, charge and spin   0.0000 eV

Atoms and positions in Å:
C 0.378 -1.574 2.610
N -0.879 -0.962 2.996
C -1.472 -1.428 4.135
O -1.018 -2.353 4.772
C -2.722 -0.695 4.565
H -3.198 -1.240 5.378
H -2.490 0.324 4.883
S -3.891 -0.610 3.182
C -2.798 0.270 2.113
C -3.307 1.207 1.226
C -2.470 1.917 0.392
C -1.091 1.712 0.452
C -0.580 0.786 1.358
C -1.419 0.037 2.178
H 0.488 0.681 1.450
N -0.261 2.472 -0.367
C 0.973 2.187 -0.919
O 1.635 3.066 -1.425
N 1.368 0.882 -0.846
H 0.652 0.187 -0.697
C 2.554 0.441 -1.555
C 2.214 -0.241 -2.852
C 1.512 0.438 -3.846
N 1.155 -0.108 -4.992
C 1.486 -1.368 -5.217
C 2.189 -2.142 -4.305
C 2.553 -1.565 -3.099
H 3.100 -2.135 -2.359
H 2.442 -3.166 -4.530
H 1.174 -1.771 -6.171
H 1.232 1.475 -3.708
H 3.122 -0.235 -0.907
H 3.147 1.341 -1.746
H -0.599 3.392 -0.615
H -2.876 2.640 -0.298
H -4.373 1.363 1.195
H 0.467 -2.508 3.164
H 1.226 -0.936 2.866
H 0.380 -1.780 1.540